This record from OMol25 describes a single C19H34N2O4 molecule. The level of theory is wB97M-V/def2-TZVPD.

Element x y z (Å)
C1 -4.8089 -2.4109 -1.5226
N1 -3.6801 -2.4631 -0.6200
C2 -2.4309 -2.1714 -1.2973
C3 -1.2630 -2.3845 -0.3300
N2 -1.4370 -1.5222 0.8132
C4 -0.7550 -0.3872 1.0253
O1 -1.1030 0.4593 1.8387
C5 0.5136 -0.1828 0.2398
C6 1.6501 -0.8426 0.4407
C7 2.8785 -0.4196 -0.3187
C8 4.1941 -0.9920 0.2597
C9 4.1530 -2.5219 0.1611
C10 4.3937 -0.5801 1.7194
C11 5.3880 -0.5005 -0.5664
C12 2.8262 1.1134 -0.3715
C13 1.5205 1.6065 -0.9957
O2 1.3399 2.9188 -0.5606
C14 0.0953 3.5145 -0.9083
C15 -0.9309 3.3949 0.2233
C16 -2.3652 3.5699 -0.2691
C17 -3.3922 3.1858 0.8042
O3 -3.4906 1.7997 1.0068
O4 0.3835 0.8176 -0.6795
C18 -2.6972 -1.7525 1.4916
C19 -3.8554 -1.5676 0.5138
H1 -4.9571 -1.4125 -1.9615
H2 -5.7099 -2.6873 -0.9777
H3 -4.6549 -3.1278 -2.3282
H4 -2.3270 -2.8496 -2.1475
H5 -2.3984 -1.1313 -1.6707
H6 -0.3160 -2.1640 -0.8218
H7 -1.2644 -3.4234 0.0142
H8 1.6878 -1.6345 1.1668
H9 2.7922 -0.7898 -1.3515
H10 4.0007 -2.8344 -0.8700
H11 3.3549 -2.9420 0.7662
H12 5.0934 -2.9433 0.5090
H13 4.5363 0.4938 1.8039
H14 5.2767 -1.0699 2.1241
H15 3.5386 -0.8610 2.3283
H16 5.5522 0.5648 -0.4311
H17 5.2332 -0.6977 -1.6252
H18 6.2917 -1.0185 -0.2532
H19 3.6466 1.5327 -0.9492
H20 2.8639 1.5209 0.6392
H21 1.5700 1.5833 -2.1033
H22 -0.2910 3.0425 -1.8197
H23 0.3159 4.5645 -1.1232
H24 -0.8216 2.4099 0.6754
H25 -0.7067 4.1342 0.9944
H26 -2.5354 4.6057 -0.5701
H27 -2.5334 2.9314 -1.1397
H28 -3.1519 3.6998 1.7456
H29 -4.3897 3.5028 0.4843
H30 -2.6557 1.4724 1.3833
H31 -2.7800 -1.0449 2.3164
H32 -2.6950 -2.7768 1.8757
H33 -4.7923 -1.8213 1.0134
H34 -3.9006 -0.5100 0.2055

Cartesian forces (eV/Å) of the 3 atoms listed first:
0.0384 0.0036 0.0157
0.0522 -0.0053 -0.0028
0.1661 -0.2263 0.1351

Calculated values
ΔE to the lowest compared entry with this formula, charge and spin   67.5 kcal/mol
Energy   -1154.83900 Ha
Lowest unoccupied orbital energy   0.025 Ha
2S+1   1
Orbital gap   9.4 eV

This record from OMol25 describes a molecular structure, C19H35BiN2O at a distorted geometry. The level of theory is wB97M-V/def2-TZVPD.

Element x y z (Å)
C1 -0.8399 -1.7735 -2.4306
H1 -1.7163 -2.2886 -2.0070
H2 -1.1673 -1.2159 -3.3118
H3 -1.7068 -0.1793 -1.6431
C2 0.3701 -2.6759 -2.6584
H4 1.2705 -2.0734 -2.5009
H5 0.3387 -3.4551 -1.8922
C3 0.4527 -3.3726 -4.0185
H6 1.3179 -4.0350 -4.0201
H7 -0.4190 -3.9947 -4.2402
H8 0.6032 -2.6671 -4.8465
C4 1.7163 2.1004 -0.2770
C5 2.4452 1.3579 -1.2544
C6 1.7393 1.4521 -2.4985
C7 0.5802 2.2716 -2.2887
C8 0.5669 2.6742 -0.9165
C9 -0.3999 3.5933 -0.2733
C10 -0.3648 2.7175 -3.3361
C11 2.1712 0.8815 -3.7974
C12 3.7307 0.6371 -1.0142
C13 2.1212 2.3136 1.1403
Bi1 -0.0443 -0.1312 -0.8245
H9 -1.3609 2.9232 -2.9413
H10 0.0015 3.6474 -3.7904
H11 -0.4750 1.9874 -4.1450
H12 -1.3695 3.6028 -0.7858
H13 -0.5842 3.3456 0.7814
H14 -0.0249 4.6276 -0.2876
H15 2.7783 1.5047 1.4971
H16 2.6718 3.2655 1.2663
H17 1.2465 2.3518 1.8122
H18 3.9180 -0.1291 -1.7790
H19 4.5729 1.3491 -1.0397
H20 3.7445 0.1452 -0.0271
H21 1.3282 0.4635 -4.3772
H22 2.6414 1.6564 -4.4303
H23 2.9114 0.0709 -3.6804
C14 -2.9972 0.0364 1.3754
N1 -2.4394 -0.6561 2.5247
C15 -3.2151 -0.7812 3.7293
C16 -2.6939 -1.9447 4.5317
C17 -1.2404 -1.7750 4.8296
N2 -0.5297 -1.3975 3.6432
C18 0.9024 -1.4806 3.7210
C19 -1.1177 -0.9181 2.5109
O1 -0.4110 -0.7341 1.4741
H24 -2.8123 -0.5329 0.4526
H25 -2.5749 1.0418 1.2302
H26 -4.0772 0.1311 1.5068
H27 -3.1174 0.1339 4.3455
H28 -4.2567 -0.9086 3.4475
H29 -2.8415 -2.8797 3.9956
H30 -3.2483 -2.0234 5.4619
H31 -0.7976 -2.7089 5.1897
H32 -1.0761 -1.0178 5.6090
H33 1.2518 -0.8677 4.5603
H34 1.1793 -2.5251 3.9144
H35 1.3472 -1.1411 2.7832

Cartesian forces (eV/Å) of the 3 atoms listed first:
-0.7823 -1.5646 -1.3828
0.3135 0.3017 0.0224
0.1832 0.1240 0.1109

Calculated values
Energy   -1143.63982 Ha
Lowest unoccupied orbital energy (alpha / beta)   -0.340 / -0.330 Ha
2S+1   1
Orbital gap (alpha / beta)   5.3 / 5.5 eV
Charge   +2

This record from OMol25 describes a gas-phase ion, C19H35ClN3O3 (charge +1) at a distorted geometry. The level of theory is wB97M-V/def2-TZVPD.

Element x y z (Å)
C1 0.9569 -0.7584 4.6005
C2 2.0854 0.3572 4.3592
C3 1.8281 1.3029 3.0844
C4 1.8097 0.4835 1.6758
N1 0.4598 -0.1518 1.5186
C5 0.0804 -0.3703 0.1290
C6 0.7649 -1.5774 -0.6124
C7 1.8674 -2.5264 0.0515
C8 3.3265 -1.9285 -0.3408
O1 3.5838 -1.9357 -1.7625
C9 0.3711 -1.9075 -2.0977
Cl1 1.0540 -3.3019 -3.0450
C10 -0.6924 -1.0011 -2.7731
O2 -1.1662 -1.2028 -4.1006
C11 -2.0759 -2.3654 -4.1078
C12 -3.2152 -2.3080 -2.9745
C13 -2.9143 -3.2802 -1.7007
C14 -3.1000 -2.5081 -0.2819
C15 -1.2621 0.1845 -1.9525
O3 -2.2125 1.0192 -2.6417
N2 -0.8845 0.4715 -0.5682
C16 -1.5410 1.6577 0.0513
C17 -0.7262 2.9812 -0.4318
C18 -0.5114 4.0388 0.7684
C19 0.4698 5.2176 0.2012
N3 1.8322 4.6226 -0.1163
H1 1.1215 -1.6354 3.8639
H2 -0.0806 -0.3322 4.3312
H3 0.9596 -1.1992 5.6623
H4 2.0561 1.0524 5.2841
H5 3.1268 -0.1306 4.3710
H6 0.9080 1.9852 3.2047
H7 2.7574 1.9898 3.0059
H8 2.0520 1.1399 0.7749
H9 2.5705 -0.3742 1.8334
H10 -0.2729 0.3115 2.0700
H11 1.7757 -3.6016 -0.3529
H12 1.7204 -2.5568 1.1822
H13 4.1385 -2.5944 0.1461
H14 3.4855 -0.8568 0.0238
H15 4.2080 -2.6443 -2.0198
H16 -2.6234 -2.4363 -5.1172
H17 -1.5213 -3.3599 -3.9694
H18 -4.1701 -2.7454 -3.4572
H19 -3.4911 -1.2579 -2.6255
H20 -1.8379 -3.6621 -1.7039
H21 -3.5924 -4.2084 -1.6896
H22 -4.1679 -2.1213 -0.1245
H23 -2.3184 -1.6939 -0.1095
H24 -2.9290 -3.2967 0.5430
H25 -1.6311 1.7381 -3.0080
H26 -1.5608 1.6575 1.1899
H27 -2.6395 1.7782 -0.2864
H28 0.3056 2.6106 -0.7941
H29 -1.2043 3.4859 -1.3514
H30 -1.5477 4.4554 1.0390
H31 0.0224 3.5919 1.6731
H32 0.0496 5.5774 -0.8154
H33 0.5474 6.0849 0.9539
H34 1.8736 3.7457 0.4370
H35 1.7216 4.2898 -1.0972

Cartesian forces (eV/Å) of the 3 atoms listed first:
0.0748 -0.3619 -0.9662
-0.7623 0.4078 1.0592
1.4282 -0.2102 -0.5835

Calculated values
Energy   -1594.64847 Ha
Lowest unoccupied orbital energy   -0.153 Ha
2S+1   1
Orbital gap   8.1 eV
Charge   +1

This record from OMol25 describes a molecular structure, C19H35FN2O5S2. The level of theory is wB97M-V/def2-TZVPD.

Element x y z (Å)
C1 1.1688 -1.9434 -0.7464
C2 0.2151 -2.0709 -1.9470
C3 -0.1050 -0.8046 -2.7228
F1 -1.0598 -0.0518 -2.0313
S1 1.2839 0.3142 -3.1106
O1 0.8119 1.1010 -4.2260
O2 2.4070 -0.5657 -3.3497
N1 1.3236 1.0768 -1.7175
S2 2.2144 2.3664 -1.4602
O3 2.6846 3.0060 -2.6659
O4 1.5567 3.1731 -0.4513
C4 3.6906 1.7657 -0.6302
C5 4.4706 0.7369 -1.3932
C6 4.5029 -0.5896 -0.9816
C7 5.1843 -1.5495 -1.7148
C8 5.8481 -1.2107 -2.8852
C9 6.5340 -2.2579 -3.7252
C10 5.8293 0.1247 -3.2866
C11 5.1529 1.0849 -2.5543
H1 1.2342 -0.9131 -0.3978
H2 0.8152 -2.5688 0.0815
H3 2.1700 -2.2880 -1.0088
H4 0.5822 -2.8239 -2.6458
H5 -0.7568 -2.4341 -1.5878
H6 -0.5159 -1.0512 -3.7071
H7 3.3583 1.3753 0.3331
H8 4.2752 2.6776 -0.4779
H9 3.9723 -0.8720 -0.0775
H10 5.1843 -2.5802 -1.3705
H11 6.7426 -3.1592 -3.1479
H12 7.4596 -1.8746 -4.1583
H13 5.8855 -2.5471 -4.5598
H14 6.3397 0.4121 -4.2014
H15 5.1106 2.1135 -2.8986
C12 -3.1091 -0.1571 0.0898
C13 -3.5724 0.8988 1.0623
N2 -4.5565 0.4339 2.1175
C14 -5.7534 -0.1447 1.4290
C15 -5.0657 1.6315 2.8888
C16 -4.0603 2.4351 3.6966
C17 -4.0160 -0.6555 3.0192
C18 -2.6614 -0.4764 3.6788
O5 -1.6577 -0.4708 2.7019
C19 -0.3898 -0.0474 3.1879
H16 -3.8830 -0.4646 -0.6136
H17 -2.3078 0.2839 -0.4931
H18 -2.6929 -1.0334 0.5810
H19 -4.0769 1.7105 0.5355
H20 -2.7247 1.3154 1.5925
H21 -6.1356 0.5888 0.7240
H22 -6.5084 -0.3762 2.1764
H23 -5.4645 -1.0483 0.9042
H24 -5.8577 1.2564 3.5367
H25 -5.5258 2.2669 2.1339
H26 -3.8669 1.9921 4.6704
H27 -4.4934 3.4181 3.8771
H28 -3.1161 2.5897 3.1795
H29 -3.9751 -1.5557 2.4095
H30 -4.7780 -0.7970 3.7868
H31 -2.5430 -1.3505 4.3344
H32 -2.6105 0.4086 4.3169
H33 -0.1398 -0.5497 4.1265
H34 -0.3743 1.0363 3.3405
H35 0.3456 -0.3108 2.4330

Cartesian forces (eV/Å) of the 3 atoms listed first:
-0.1083 -0.2324 0.0670
-0.1257 0.0305 0.3100
0.3182 -0.0188 -0.0740

Calculated values
Energy   -2126.79862 Ha
Lowest unoccupied orbital energy   -0.027 Ha
2S+1   1
Orbital gap   6.6 eV

Number 1: molecular weight 354.491 g/mol. Number 2: molecular weight 516.482 g/mol. Number 3: molecular weight 388.960 g/mol. Number 4: molecular weight 454.630 g/mol.